# 1
A cluster of 2 separate species, C2H8P2S in total. Source: the Open Molecules 2025 dataset; level of theory: ωB97M-V with the def2-TZVPD basis set.

XYZ file:
```
13
Properties=species:S:1:pos:R:3:lowdin_charge:R:1
C -3.1738 -0.5807 0.6397 -0.478
C 2.8517 -0.1156 -1.0521 -0.488
P -1.0627 1.6342 -0.0380 0.336
P -2.6080 0.5232 -0.7516 0.397
S 3.2048 1.1289 0.2315 0.588
H -4.1335 -0.2134 1.0035 0.015
H -3.3304 -1.5786 0.2326 0.008
H -2.4684 -0.6346 1.4668 0.001
H 3.5311 -0.9421 -0.8708 0.019
H 1.8213 -0.4477 -0.9601 0.008
H 3.0348 0.3139 -2.0310 0.021
H -1.0253 1.1546 1.2821 -0.224
H 2.2529 1.9823 -0.1327 -0.204
```

For the orbital gap, the calculation gives 8.228 eV. Its charge is 0. The spin multiplicity is 1.


# 2
The molecule C2H8P2S2 in a non-equilibrium geometry. Source: the Open Molecules 2025 dataset; level of theory: ωB97M-V with the def2-TZVPD basis set.

XYZ file:
```
14
Properties=species:S:1:pos:R:3:lowdin_charge:R:1
C 2.2962 -0.0116 -0.3105 -0.185
C 1.3000 0.5924 0.6584 -0.640
S -0.0218 1.5033 -0.2205 0.509
P -1.5733 -0.0146 0.2072 -0.133
P -1.6963 -2.0973 -0.0048 0.344
S -3.2494 1.0939 -0.3957 0.339
H 2.7186 0.7632 -0.9455 0.065
H 3.1010 -0.4942 0.2385 0.071
H 1.8070 -0.7502 -0.9417 0.064
H 1.7751 1.3117 1.3258 0.062
H 0.8156 -0.1877 1.2575 0.033
H -1.6069 0.1852 1.5815 -0.074
H -1.8822 -1.9662 -1.3787 -0.262
H -3.7835 0.0721 -1.0716 -0.195
```

Its SMILES is CCS[P@H](=P)S. For the orbital gap, the calculation gives 7.854 eV. Its charge is 0. The spin multiplicity is 1.


# 3
A cluster of 2 separate species, C2H8S2 in total. Source: the Open Molecules 2025 dataset; level of theory: ωB97M-V with the def2-TZVPD basis set.

XYZ file:
```
12
Properties=species:S:1:pos:R:3:lowdin_charge:R:1
C -0.6709 -0.7628 -1.1088 -0.444
S -1.4467 -0.5905 0.5067 0.724
C -2.1204 1.0692 0.3897 -0.454
H -1.1960 -0.1836 -1.8685 0.036
H -0.7566 -1.8012 -1.4155 0.023
H 0.3853 -0.4810 -1.1024 0.026
H -3.1241 1.0630 -0.0348 0.028
H -2.1462 1.5459 1.3642 0.024
H -1.5061 1.7142 -0.2490 0.037
S 4.5227 -0.7126 0.6952 0.466
H 4.7514 -0.6924 2.0083 -0.231
H 3.3076 -0.1681 0.8149 -0.236
```

Its SMILES is CSC.S. For the orbital gap, the calculation gives 9.339 eV. Its charge is 0. The spin multiplicity is 1.


# 4
A cluster of 2 separate species, C2H8S2 in total in a non-equilibrium geometry. Source: the Open Molecules 2025 dataset; level of theory: ωB97M-V with the def2-TZVPD basis set.

XYZ file:
```
12
Properties=species:S:1:pos:R:3:lowdin_charge:R:1
C 3.7889 -1.9166 0.3860 -0.498
S 2.1120 -2.4406 0.8684 0.603
H 3.9021 -0.8489 0.5466 0.022
H 4.5269 -2.5532 0.8575 0.020
H 3.8820 -2.0353 -0.6902 0.019
H 2.2744 -2.0497 2.1364 -0.167
C -2.7284 2.3782 0.3609 -0.530
S -2.7985 2.1322 -1.4118 0.629
H -1.9650 1.9323 0.9934 0.030
H -2.7767 3.4265 0.6511 0.025
H -3.6997 1.9848 0.6578 0.013
H -1.7806 2.9160 -1.7964 -0.166
```

Its SMILES is CS.CS. For the orbital gap, the calculation gives 9.944 eV. Its charge is 0. The spin multiplicity is 1.


# 5
A cluster of 2 separate species, C2H8S2 in total in a non-equilibrium geometry. Source: the Open Molecules 2025 dataset; level of theory: ωB97M-V with the def2-TZVPD basis set.

XYZ file:
```
12
Properties=species:S:1:pos:R:3:lowdin_charge:R:1
C 0.2607 0.7810 0.4914 -0.198
C -0.2829 -0.2985 1.4172 -0.580
S 0.3851 -0.0559 3.1322 0.659
H 1.2956 1.0654 0.6714 0.058
H 0.0801 0.5934 -0.5657 0.041
H -0.2573 1.7216 0.7236 0.069
H 0.1475 -1.2651 1.1783 0.050
H -1.3646 -0.2688 1.4109 0.058
H 0.9348 -1.2610 3.2368 -0.173
S -0.8616 0.1137 -3.7450 0.440
H 0.4936 0.0608 -3.7988 -0.214
H -0.8309 -1.1868 -4.1523 -0.211
```

Its SMILES is CCS.S. For the orbital gap, the calculation gives 9.783 eV. Its charge is 0. The spin multiplicity is 1.


# 6
A cluster of 2 separate species, C2H8S3 in total. Source: the Open Molecules 2025 dataset; level of theory: ωB97M-V with the def2-TZVPD basis set.

XYZ file:
```
13
Properties=species:S:1:pos:R:3:lowdin_charge:R:1
C -0.9691 -1.0361 0.9330 -0.194
C 0.5003 -0.9913 0.5144 -0.617
S 0.6942 -1.6151 -1.1950 0.666
H -1.2577 -2.0474 1.2403 0.070
H -1.6206 -0.7992 0.0857 0.048
H -1.1204 -0.3887 1.7917 0.070
H 0.8667 0.0324 0.5537 0.043
H 1.0857 -1.6252 1.1785 0.060
H 1.9032 -1.0830 -1.3791 -0.160
S -0.9783 2.7816 -0.5373 0.222
S 0.7329 2.8748 -1.6515 0.226
H -1.3918 1.5321 -0.8141 -0.218
H 1.5549 2.3650 -0.7202 -0.218
```

Its SMILES is CCS.SS. For the orbital gap, the calculation gives 9.495 eV. Its charge is 0. The spin multiplicity is 1.


# 7
A cluster of 2 separate species, C2H8S4 in total in a non-equilibrium geometry. Source: the Open Molecules 2025 dataset; level of theory: ωB97M-V with the def2-TZVPD basis set.

XYZ file:
```
14
Properties=species:S:1:pos:R:3:lowdin_charge:R:1
C -0.5720 -1.6678 -0.6416 -0.541
S -1.5268 -3.0598 -1.3483 0.361
S -3.1917 -1.9459 -1.9526 0.301
H -0.8421 -0.7522 -1.2084 0.009
H 0.5278 -1.8556 -0.7555 0.042
H -0.8150 -1.5274 0.4146 0.025
H -3.9213 -2.1057 -0.8331 -0.200
C 1.0639 1.2234 0.2757 -0.520
S 2.5149 2.2302 0.7496 0.336
S 2.0706 2.8888 2.6609 0.292
H 1.0376 0.3287 1.0059 0.051
H 1.2479 0.8547 -0.7380 0.020
H 0.1174 1.7756 0.3090 0.034
H 1.8246 4.1362 2.2477 -0.210
```

Its SMILES is CSS.CSS. For the orbital gap, the calculation gives 9.461 eV. Its charge is 0. The spin multiplicity is 1.


# 8
A cluster of 2 separate species, C2H9ClN2Si in total in a non-equilibrium geometry. Source: the Open Molecules 2025 dataset; level of theory: ωB97M-V with the def2-TZVPD basis set.

XYZ file:
```
15
Properties=species:S:1:pos:R:3:lowdin_charge:R:1
C -0.2696 2.5587 -3.3896 -0.221
C 1.4727 -2.7053 0.5082 -0.235
N 0.7745 2.5635 -2.4100 -0.391
N 1.3007 -2.6645 -0.9716 -0.098
Si 1.4531 1.3802 -1.4104 0.344
Cl 3.3124 2.3764 -1.1030 0.065
H -1.1344 1.9968 -3.0677 0.063
H -0.6826 3.5255 -3.7174 0.076
H 0.1548 2.1805 -4.3682 0.091
H 1.3736 -3.8262 0.8610 0.101
H 2.4055 -2.3395 0.8929 0.040
H 0.7896 -2.0537 1.0357 0.049
H 1.4159 3.4296 -2.4961 0.071
H 2.2590 -2.9268 -1.2770 0.054
H 1.3197 -1.5918 -1.1611 -0.011
```

For the orbital gap, the calculation gives 9.366 eV. Its charge is 0. The spin multiplicity is 1.


Energy above the lowest of the compared OMol25 structures with the same formula, charge and spin (computed, eV): 1.576 0.000 0.329 0.512 0.403 0.187 0.300 0.000